No. 1
The following is a quantum chemistry calculation of a single C9H18N2O3S molecule at a distorted geometry, from the OMol25 dataset.

Positions of all 33 atoms, in Å:
1 C -2.89576 -1.99189 -1.36989
2 N -2.14053 -0.75035 -1.00629
3 C -2.41073 -0.20520 0.20327
4 O -3.12979 -0.72036 1.07288
5 N -1.84343 1.06583 0.40844
6 S -0.51523 1.64883 -0.37246
7 O -0.84386 1.68933 -1.77990
8 O -0.36381 2.89558 0.24314
9 C 0.89741 0.65803 0.06482
10 C 1.98133 0.70037 -0.67875
11 C 2.09393 1.48778 -1.93272
12 C 3.11861 -0.24127 -0.38844
13 C 0.87515 -0.10561 1.38253
14 C 0.11935 0.63347 2.44897
15 C 0.23966 -1.49787 1.16762
16 H -3.83564 -1.60984 -1.25552
17 H -2.64394 -2.34288 -2.34366
18 H -2.91358 -2.75251 -0.54298
19 H -1.91781 -0.15000 -1.72787
20 H -2.37172 1.63846 1.03751
21 H 1.91164 0.94225 -2.79492
22 H 3.12756 1.66104 -2.09787
23 H 1.53230 2.37899 -1.88709
24 H 3.71449 -0.52357 -1.32522
25 H 2.64598 -1.15050 0.13181
26 H 3.75150 0.27967 0.30781
27 H 1.93961 -0.34867 1.64148
28 H -0.88267 0.46918 2.20890
29 H 0.31958 1.67326 2.49526
30 H 0.23103 0.16201 3.39867
31 H -0.82648 -1.61890 1.58065
32 H 0.89397 -2.18531 1.64237
33 H 0.14187 -1.78936 0.06742

- Relative energy (zero: lowest compared OMol25 entry of this formula, charge and spin): 3.0248 eV
- SMILES: CNC(=O)NS(=O)(=O)C(=C(C)C)C(C)C
- HOMO-LUMO gap: 10.27 eV
- Total energy: -29581.102 eV
- Spin multiplicity: 1
- Total charge: 0
- Largest force on an atom: 3.30 eV Å⁻¹
- E_HOMO: -9.598 eV

Atomic partial charges in e from the Mulliken method, atoms 1 to 5: -0.975, -0.045, 0.304, -0.660, -0.143

No. 2
The following is a quantum chemistry calculation of a single C9H18N2O3Si molecule at a distorted geometry, from the OMol25 dataset.

Positions of all 33 atoms, in Å:
1 C 1.72245 -1.57497 0.34658
2 O 0.38582 -1.37421 0.63638
3 Si -0.64641 -1.32583 -0.67229
4 C -1.92312 -0.08345 -0.21638
5 C -1.27373 1.02022 0.59734
6 C -0.01277 1.66129 -0.03320
7 N 0.66060 2.54420 0.96458
8 C 0.65617 3.93314 0.94693
9 C 1.30817 4.31790 2.08473
10 N 1.61745 3.26460 2.84782
11 C 1.24693 2.18465 2.18129
12 O 0.18403 -0.87446 -2.01719
13 C -0.01199 -1.48882 -3.22055
14 O -1.37303 -2.80049 -0.91367
15 C -1.14104 -3.75347 0.03728
16 H 2.34824 -0.68133 0.64891
17 H 1.87260 -1.81529 -0.71746
18 H 2.05218 -2.40627 0.92028
19 H -2.67807 -0.58796 0.35274
20 H -2.40360 0.25021 -1.10413
21 H -1.00234 0.62863 1.58307
22 H -2.04632 1.81165 0.77654
23 H -0.25767 2.28554 -0.89134
24 H 0.72812 0.90717 -0.36043
25 H 0.25065 4.48315 0.11490
26 H 1.61585 5.32165 2.34290
27 H 1.48788 1.19148 2.53927
28 H 0.24371 -0.77017 -3.98057
29 H -1.02541 -1.83944 -3.35814
30 H 0.65081 -2.35959 -3.30589
31 H -0.07508 -3.93898 0.12445
32 H -1.63569 -4.67497 -0.29187
33 H -1.52538 -3.45578 1.03715

- Relative energy (zero: lowest compared OMol25 entry of this formula, charge and spin): 0.0000 eV
- SMILES: CO[Si](CCCn1ccnc1)(OC)OC
- HOMO-LUMO gap: 9.18 eV
- Total energy: -26627.752 eV
- Spin multiplicity: 1
- Total charge: 0
- Largest force on an atom: 2.49 eV Å⁻¹
- E_HOMO: -8.478 eV

Atomic partial charges in e from the Mulliken method, atoms 1 to 5: -0.707, -0.236, 0.451, -0.805, -0.563

No. 3
The following is a quantum chemistry calculation of 2 unconnected molecules or ions with the total composition C9H18N3 at a distorted geometry, from the OMol25 dataset.

Positions of all 30 atoms, in Å:
1 C -0.12349 2.03549 0.20972
2 C 0.05462 1.89925 -1.11323
3 C 1.93545 0.50773 -0.65171
4 C 0.66168 1.28402 1.17664
5 C 1.02948 1.63832 2.62705
6 C -2.35815 -3.03938 -0.46400
7 C 1.27464 0.92959 -2.92492
8 C -1.74735 -2.29204 0.76140
9 C -0.90184 -1.09445 0.34977
10 N 1.04949 0.98630 -1.54642
11 N 1.82345 0.68582 0.65986
12 N -0.36146 -0.41540 1.51950
13 H -0.86239 2.77205 0.65480
14 H -0.40834 2.46077 -1.81138
15 H 2.86592 -0.02267 -0.85760
16 H 1.24362 0.85098 3.28540
17 H 0.17870 2.21495 3.01883
18 H 1.84562 2.24858 2.44553
19 H -3.12414 -3.65090 -0.20710
20 H -2.83943 -2.45327 -1.11962
21 H -1.58242 -3.50441 -0.90065
22 H 2.34488 0.61231 -3.19835
23 H 0.81783 0.05619 -3.49893
24 H 1.03315 1.95953 -3.48899
25 H -1.15468 -2.88410 1.30136
26 H -2.69403 -1.99211 1.23498
27 H 0.05916 -1.34318 -0.37551
28 H -1.39083 -0.37907 -0.32413
29 H 2.45665 0.07261 1.10132
30 H -1.12578 -0.14351 2.13639

- Relative energy (zero: lowest compared OMol25 entry of this formula, charge and spin): 3.7756 eV
- HOMO-LUMO gap (spin up / spin down): 7.81 / 7.81 eV
- Total energy: -14084.721 eV
- Spin multiplicity: 1
- Total charge: +1
- Largest force on an atom: 5.83 eV Å⁻¹
- E_HOMO (spin up / spin down): -11.833 / -11.833 eV

Atomic partial charges in e from the Mulliken method, atoms 1 to 5: -0.761, -0.518, -0.306, 1.175, -1.624

No. 4
The following is a quantum chemistry calculation of 2 unconnected molecules or ions with the total composition C9H18N3 at a distorted geometry, from the OMol25 dataset.

Positions of all 30 atoms, in Å:
1 C 0.45113 3.58744 0.61579
2 C -0.52623 2.95642 1.33882
3 C 0.33586 1.39828 0.03176
4 C -1.27058 3.58833 2.52260
5 C 1.49115 -0.26339 -2.47988
6 C 0.61358 -3.15003 0.62261
7 C -1.47311 -1.56888 0.22623
8 C 0.77850 -1.31687 -1.71822
9 C 0.04868 -1.59958 0.48644
10 N 0.95642 2.55034 -0.15040
11 N -0.62819 1.60739 0.88770
12 N 0.90665 -1.10497 -0.38513
13 H 1.03072 4.54391 0.69070
14 H -1.06150 3.06676 3.34947
15 H -0.67476 4.53998 2.50121
16 H -2.32008 3.64882 2.44443
17 H 0.79881 0.37055 -3.18819
18 H 2.02314 0.40257 -1.80480
19 H 2.21768 -0.72101 -3.13418
20 H 0.00941 -3.85856 0.01925
21 H 1.60307 -3.03619 0.26737
22 H 0.47243 -3.39778 1.68668
23 H -1.80944 -0.71441 -0.37293
24 H -1.99478 -1.68192 1.18896
25 H -1.57312 -2.44779 -0.47036
26 H -0.18858 -1.35005 -2.03704
27 H 1.16586 -2.36076 -1.92671
28 H 0.20886 -1.23253 1.53499
29 H 1.77534 2.63187 -0.69193
30 H -1.28682 0.93588 1.18969

- Relative energy (zero: lowest compared OMol25 entry of this formula, charge and spin): 4.7692 eV
- HOMO-LUMO gap (spin up / spin down): 7.01 / 7.32 eV
- Total energy: -14083.727 eV
- Spin multiplicity: 1
- Total charge: +1
- Largest force on an atom: 4.97 eV Å⁻¹
- E_HOMO (spin up / spin down): -12.697 / -12.766 eV

Atomic partial charges in e from the Mulliken method, atoms 1 to 5: -0.351, 0.266, -0.272, -1.062, -1.132

No. 5
The following is a quantum chemistry calculation of 2 unconnected molecules or ions with the total composition C9H18N5 at a distorted geometry, from the OMol25 dataset.

Positions of all 32 atoms, in Å:
1 C 2.00778 1.46427 -0.00199
2 C 3.35704 1.69931 0.19385
3 C 1.82200 0.06096 -0.41450
4 C 3.09876 -0.52177 -0.44772
5 C 0.71022 -0.68311 -0.55449
6 C 5.37370 0.14488 0.06606
7 C -1.93340 1.87818 0.49604
8 C -3.44765 -1.39926 1.00795
9 C -2.95056 -0.00122 -1.03681
10 N -0.27714 -1.32799 -0.63274
11 N 3.98895 0.44272 0.06772
12 N 3.63933 -1.74548 -0.80169
13 N -2.02940 0.59843 1.10986
14 N -2.49808 -0.49514 0.27796
15 H 1.09895 1.97985 0.20361
16 H 3.92417 2.58346 0.51466
17 H 5.61514 -0.67347 0.68583
18 H 5.72328 0.14102 -0.95111
19 H 5.96888 0.97246 0.67726
20 H -1.72062 2.65584 1.26115
21 H -1.13940 1.91710 -0.23792
22 H -2.87302 2.18123 0.01516
23 H -3.38412 -2.46732 0.56907
24 H -3.27016 -1.42380 2.11819
25 H -4.48393 -1.11405 0.93874
26 H -3.37171 -0.81326 -1.71903
27 H -3.86522 0.49760 -0.93800
28 H -2.22461 0.48861 -1.56914
29 H -1.36363 0.39662 1.81966
30 H 3.29768 -2.54546 -0.36882
31 H 4.63215 -1.74522 -0.83812
32 H -1.58308 -1.11014 -0.10200

- Relative energy (zero: lowest compared OMol25 entry of this formula, charge and spin): 2.4455 eV
- HOMO-LUMO gap: 9.36 eV
- Total energy: -17066.245 eV
- Spin multiplicity: 1
- Total charge: +1
- Largest force on an atom: 4.94 eV Å⁻¹
- E_HOMO: -11.426 eV

Atomic partial charges in e from the Mulliken method, atoms 1 to 5: -0.337, -0.589, 0.341, 0.159, 0.207

No. 6
The following is a quantum chemistry calculation of 6 unconnected molecules or ions with the total composition C9H18O12 at a distorted geometry, from the OMol25 dataset.

Positions of all 39 atoms, in Å:
1 O -3.96138 -2.34511 1.68776
2 C -3.35551 -2.18055 0.62397
3 O -2.04341 -2.50101 0.51022
4 C -1.55331 -1.90596 -0.62379
5 C -2.92725 -1.73962 -1.45499
6 O -3.91286 -1.93386 -0.42354
7 H -0.95991 -0.99628 -0.53180
8 H -0.98810 -2.57931 -1.26817
9 H -2.95580 -2.50875 -2.22681
10 H -2.97151 -0.72762 -1.85748
11 O 3.10159 -2.12906 -2.84661
12 C 2.42270 -2.59581 -1.91102
13 O 1.25261 -3.22203 -1.92220
14 C 0.92376 -3.80270 -0.70552
15 C 1.83089 -3.06530 0.17156
16 O 2.91445 -2.54724 -0.68580
17 H -0.09124 -3.46781 -0.49173
18 H 0.85934 -4.88593 -0.60281
19 H 2.18401 -3.72361 0.96530
20 H 1.30136 -2.28540 0.71878
21 O 0.87507 -1.13605 -0.13265
22 C 0.78664 0.03406 0.25361
23 O 1.53297 0.71881 1.19132
24 C 1.31040 2.12000 1.13286
25 C 0.18452 2.22925 0.13955
26 O -0.15324 0.94665 -0.17893
27 H 0.96370 2.65987 2.01401
28 H 2.20897 2.50005 0.64681
29 H 0.46306 2.67878 -0.81357
30 H -0.63379 2.78307 0.59970
31 O 0.67812 4.33825 1.23845
32 H 1.59677 4.49639 1.45593
33 H 0.18955 4.72340 1.96591
34 O 1.16930 4.46074 -1.33278
35 H 1.01063 4.42754 -0.38941
36 H 0.37515 4.09536 -1.72271
37 O -1.39832 2.68256 2.23044
38 H -1.69392 3.46862 2.68974
39 H -0.53601 2.91563 1.88642

- Relative energy (zero: lowest compared OMol25 entry of this formula, charge and spin): 5.3265 eV
- SMILES: O=C1OCCO1.O=C1OCCO1.O=C1OCCO1.O.O.O
- HOMO-LUMO gap: 9.23 eV
- Total energy: -34188.653 eV
- Spin multiplicity: 1
- Total charge: 0
- Largest force on an atom: 9.84 eV Å⁻¹
- E_HOMO: -9.931 eV

Atomic partial charges in e from the Mulliken method, atoms 1 to 5: -0.658, 0.637, -0.346, 0.305, -0.429

- Look up the total charge of the fourth one.
  +1

- spin multiplicity of number 3 (C9H18N3)?
  1

- relative energy (zero: lowest compared OMol25 entry of this formula, charge and spin) of number 6 (C9H18O12)?
  5.3265 eV

Repeat the fourth record exactly.
The following is a quantum chemistry calculation of 2 unconnected molecules or ions with the total composition C9H18N3 at a distorted geometry, from the OMol25 dataset.

Positions of all 30 atoms, in Å:
1 C 0.45113 3.58744 0.61579
2 C -0.52623 2.95642 1.33882
3 C 0.33586 1.39828 0.03176
4 C -1.27058 3.58833 2.52260
5 C 1.49115 -0.26339 -2.47988
6 C 0.61358 -3.15003 0.62261
7 C -1.47311 -1.56888 0.22623
8 C 0.77850 -1.31687 -1.71822
9 C 0.04868 -1.59958 0.48644
10 N 0.95642 2.55034 -0.15040
11 N -0.62819 1.60739 0.88770
12 N 0.90665 -1.10497 -0.38513
13 H 1.03072 4.54391 0.69070
14 H -1.06150 3.06676 3.34947
15 H -0.67476 4.53998 2.50121
16 H -2.32008 3.64882 2.44443
17 H 0.79881 0.37055 -3.18819
18 H 2.02314 0.40257 -1.80480
19 H 2.21768 -0.72101 -3.13418
20 H 0.00941 -3.85856 0.01925
21 H 1.60307 -3.03619 0.26737
22 H 0.47243 -3.39778 1.68668
23 H -1.80944 -0.71441 -0.37293
24 H -1.99478 -1.68192 1.18896
25 H -1.57312 -2.44779 -0.47036
26 H -0.18858 -1.35005 -2.03704
27 H 1.16586 -2.36076 -1.92671
28 H 0.20886 -1.23253 1.53499
29 H 1.77534 2.63187 -0.69193
30 H -1.28682 0.93588 1.18969

- Relative energy (zero: lowest compared OMol25 entry of this formula, charge and spin): 4.7692 eV
- HOMO-LUMO gap (spin up / spin down): 7.01 / 7.32 eV
- Total energy: -14083.727 eV
- Spin multiplicity: 1
- Total charge: +1
- Largest force on an atom: 4.97 eV Å⁻¹
- E_HOMO (spin up / spin down): -12.697 / -12.766 eV

Atomic partial charges in e from the Mulliken method, atoms 1 to 5: -0.351, 0.266, -0.272, -1.062, -1.132